{
  "formula": "C26H45BN2O20P2",
  "method": "ωB97M-V/def2-TZVPD",
  "symbols": ["P", "P", "O", "O", "O", "O", "O", "O", "O", "O", "O", "O", "O", "O", "O", "O", "O", "O", "O", "O", "O", "O", "N", "N", "C", "C", "C", "C", "C", "C", "C", "C", "C", "C", "C", "C", "C", "C", "C", "C", "C", "C", "C", "C", "C", "C", "C", "C", "C", "C", "B", "H", "H", "H", "H", "H", "H", "H", "H", "H", "H", "H", "H", "H", "H", "H", "H", "H", "H", "H", "H", "H", "H", "H", "H", "H", "H", "H", "H", "H", "H", "H", "H", "H", "H", "H", "H", "H", "H", "H", "H", "H", "H", "H", "H", "H"],
  "coordinates": [[1.01554, 0.32698, -2.90527], [3.22035, 0.59626, -2.99496], [0.12910, -0.03390, 3.07299], [-4.29142, 5.50809, -2.55374], [5.28300, -2.56412, 2.53432], [5.03385, -1.47129, 0.53714], [-2.81529, -2.31643, -5.61910], [-1.60561, -5.62113, 0.34903], [3.64845, 1.16357, -1.58099], [-1.15075, -6.07178, -1.84985], [-4.17828, 3.07668, 4.60846], [7.05293, -1.50617, 1.53776], [-1.61012, 0.77744, 1.82324], [-2.58658, -3.62276, -1.66224], [-0.61734, -7.57018, -0.20204], [3.58858, 1.64696, -4.34272], [-2.52696, 6.94347, -2.28660], [-2.37859, 4.14856, 5.53436], [-1.23961, 1.52331, 3.95666], [-3.07360, 4.62998, 3.40593], [3.88039, -1.01260, -3.13297], [-2.19683, 4.72585, -2.05786], [-1.06865, -0.54476, -4.83298], [-1.66606, -1.24820, -1.33999], [0.74592, 0.46363, 4.24945], [-0.92508, 5.34943, -2.09168], [-1.69337, -1.61711, 0.14007], [8.31361, 0.01932, 0.14540], [-1.79580, -1.90440, -4.86132], [0.49060, -2.20184, -3.93063], [-0.50451, -7.41252, 1.20312], [-0.64123, -8.74431, 1.91360], [-3.13975, 3.96650, 4.60153], [-0.42431, 1.02334, 5.00197], [-1.12561, -6.39029, -0.67487], [-1.03862, -2.72876, -3.66317], [5.74703, -1.90877, 1.61897], [0.40495, -0.62175, -4.47215], [7.23920, -1.04784, 0.20837], [-4.94860, 3.35436, 3.45224], [-0.26043, 7.78587, -2.19519], [-4.49591, 4.84245, 1.45990], [-0.96540, 0.75923, 2.85604], [-2.72197, -0.22061, -1.69128], [-3.92188, 3.92081, 2.51736], [-3.11326, 5.70684, -2.31902], [-1.61508, -6.44906, 1.49872], [5.86869, -0.55218, -0.14523], [-1.25291, 6.75705, -1.69153], [1.48067, -0.63784, 4.98705], [-1.75805, -2.49291, -2.20376], [-0.83026, -2.39067, 0.42426], [-1.37470, 6.85314, -0.60653], [1.44966, 1.24876, 3.95012], [-5.73294, 4.06935, 3.72644], [-3.82457, -0.55204, -1.47996], [-0.99585, 0.26512, 5.54973], [-0.99731, -3.82908, -4.05970], [0.02349, -9.49001, 1.46461], [5.67742, -0.57603, -1.22066], [-2.60002, -6.92483, 1.57044], [8.56747, 0.25710, -0.89220], [-1.32267, -0.09436, -5.74032], [-0.52875, 5.26477, -3.11018], [0.67112, 7.74282, -1.62254], [-1.65909, -9.13949, 1.82852], [-5.20079, 5.55895, 1.89489], [7.53004, -1.90947, -0.40342], [-0.13856, 1.82272, 5.68974], [-2.63117, 0.18601, -2.80979], [0.76199, -2.75320, -4.95207], [-1.94696, -4.41514, -1.74457], [0.78352, -1.36916, 5.40965], [2.85862, 1.54314, -5.04471], [1.19925, -0.37964, -5.32862], [-2.51194, 0.73180, -1.00775], [5.65491, 0.45321, 0.23565], [-3.70082, 5.43061, 0.98937], [0.47878, -6.97546, 1.41144], [7.99039, 0.94091, 0.64103], [-2.73176, -2.00430, 0.51607], [-5.01857, 4.27149, 0.68632], [-0.23475, 4.86480, -1.39722], [-0.67852, 8.79502, -2.11568], [3.68974, -1.54832, -2.29025], [-5.41290, 2.44417, 3.06535], [-3.32464, 3.13299, 2.04413], [-1.43373, -5.86286, 2.40270], [0.84834, -0.52167, -1.71741], [1.29886, -2.29174, -3.08606], [9.21876, -0.31486, 0.66361], [-0.02275, 7.62705, -3.25243], [-0.39725, -8.64700, 2.97596], [-1.46714, -0.60251, 0.72406], [2.08441, -0.22672, 5.80195], [2.13623, -1.18781, 4.30346]],
  "forces_ev_per_angstrom": [[-1.1284, 1.7113, -0.0849], [1.1032, 0.2296, 3.7199], [-1.2454, 0.6297, -0.7036], [2.5293, 0.3953, 0.5452], [0.8968, 1.3434, -1.8760], [0.1775, -0.6833, 0.9491], [6.4093, 3.2613, 4.5184], [0.4314, -0.3773, -1.2378], [-1.1358, -1.5103, -5.0651], [0.1336, -0.4190, 2.0693], [0.9110, 0.5489, 0.3946], [-1.1434, -0.5441, 0.4251], [1.0888, 0.7781, 2.4128], [4.0236, 1.4246, -1.3385], [-0.4722, 1.1516, -1.0051], [-1.8305, -2.8737, 1.1916], [-0.7762, -0.9367, -0.1009], [-1.5382, -0.4165, -1.8401], [-0.1427, -0.4443, -1.3159], [0.2195, -0.4157, 1.3375], [-0.7156, 1.5794, 0.5342], [-0.9454, 0.4518, -0.1438], [-0.8680, -1.9054, -2.0557], [-1.2223, -1.7479, -0.7838], [0.9772, -0.5710, 0.9849], [0.7408, -0.4186, 0.2820], [0.4290, 1.0949, 1.0989], [0.2079, 0.0798, 0.2877], [-2.2018, -1.0918, -1.1005], [0.0498, 0.0467, -2.2981], [0.1516, -0.9632, 1.1313], [-0.0205, -0.3226, -0.1909], [1.3812, 0.3546, 1.5353], [0.1675, 0.4245, 0.8800], [-0.0345, 0.1078, -1.1662], [0.8472, -0.0181, -2.3491], [-0.7922, -1.1087, 1.6806], [0.3463, -2.5177, 1.0606], [0.9549, 0.8265, -0.5831], [-0.6272, -0.5026, -0.3042], [-0.0949, 0.2844, -0.1965], [0.0639, 0.2998, -0.0048], [-0.7755, 0.0209, -1.2185], [0.0935, 2.0192, 0.1940], [-0.5591, 0.3087, -1.3884], [-2.2918, -0.3637, -0.5422], [-0.1546, 0.2509, 0.8365], [-0.0041, 0.4842, -0.8521], [1.1450, 0.8373, -0.0335], [0.0521, -0.3397, -0.1751], [-1.8334, -1.2583, 1.6418], [-1.9838, 1.5369, -0.8742], [0.0347, -0.1294, -0.0301], [-0.1212, 0.0339, 0.0483], [0.1045, 0.0479, -0.1915], [1.9837, 0.3499, -0.4042], [0.2061, -0.0368, -0.0650], [-0.5726, 1.8942, 1.2153], [0.0139, 0.2057, 0.1522], [-0.1282, -0.0029, 0.2594], [0.1884, -0.1144, 0.0205], [-0.0673, -0.0906, 0.1351], [0.6062, -0.0199, 1.1789], [0.0253, 0.2053, 0.1065], [-0.1686, -0.0207, -0.0332], [0.0981, 0.1519, -0.0161], [0.0780, -0.1341, 0.0268], [-0.1046, 0.0269, -0.0214], [-0.2274, 0.0209, -0.2090], [-0.1125, -1.2465, 2.4112], [-0.0014, 0.6786, 2.5243], [-1.7853, 0.9930, -0.2518], [-0.0031, 0.1714, -0.0534], [1.5196, 0.1304, 1.4751], [-2.0554, -0.7008, 1.5564], [-0.5304, -1.9675, -1.3788], [0.1725, -0.0965, -0.1323], [-0.0869, -0.2385, -0.0214], [-0.1082, 0.0854, 0.0064], [-0.0711, -0.1565, -0.0838], [1.8548, 0.4535, -0.8329], [0.1427, 0.0571, 0.0960], [-0.2249, -0.0924, -0.0889], [0.0927, -0.1786, 0.1490], [0.2739, 1.5464, -1.5442], [0.1394, 0.0356, 0.2090], [-0.0972, -0.0673, 0.1145], [-0.0477, 0.0932, -0.2571], [0.5265, 0.2574, -1.2923], [-1.8100, -0.2354, -1.8529], [-0.1152, -0.0494, -0.2107], [-0.0708, -0.0838, 0.1443], [0.0060, 0.0427, -0.1756], [-0.4803, -2.7715, -1.5225], [-0.0869, -0.0028, -0.1595], [0.0163, 0.2233, 0.1166]],
  "mulliken_charge": [-0.14, 0.94, -0.27, -0.57, -0.59, -0.21, -0.62, -0.25, -0.62, -0.63, -0.31, -0.35, -0.71, -0.69, -0.36, -0.53, -0.36, -0.60, -0.10, -0.35, -0.55, -0.19, -0.20, 0.32, 0.51, -0.54, -0.63, -1.45, -0.08, -1.03, 0.51, -1.46, 0.69, -0.69, 0.73, 0.60, 0.58, 0.17, 0.63, -0.55, -1.51, -1.44, 0.49, -0.80, 0.88, 0.56, -0.57, -0.45, 0.65, -1.47, 0.17, 0.19, 0.23, 0.26, 0.33, 0.29, 0.32, 0.48, 0.36, 0.22, 0.30, 0.38, 0.32, 0.30, 0.39, 0.34, 0.38, 0.25, 0.38, 0.24, 0.36, 0.28, 0.34, 0.35, 0.23, 0.10, 0.23, 0.15, 0.27, 0.35, 0.19, 0.43, 0.31, 0.37, 0.34, 0.33, 0.06, 0.33, 0.06, 0.19, 0.38, 0.35, 0.38, 0.34, 0.38, 0.36],
  "smiles": "CN(C)B(O)[C@@H]1C[C@H](PP(=O)(O)O)NC1=O.C[C@@H]1COC(=O)O1.C[C@@H]1COC(=O)O1.C[C@@H]1COC(=O)O1.C[C@@H]1COC(=O)O1.C[C@@H]1COC(=O)O1",
  "total_charge": 0,
  "homo_ev": -8.5774
}